(1)
{"formula": "C36H54O27", "method": "ωB97M-V with the def2-TZVPD basis set", "elements": ["C", "C", "C", "O", "C", "O", "O", "H", "H", "H", "H", "H", "H", "C", "C", "C", "O", "C", "O", "O", "H", "H", "H", "H", "H", "H", "C", "C", "C", "O", "C", "O", "O", "H", "H", "H", "H", "H", "H", "C", "C", "C", "O", "C", "O", "O", "H", "H", "H", "H", "H", "H", "C", "C", "C", "O", "C", "O", "O", "H", "H", "H", "H", "H", "H", "C", "C", "C", "O", "C", "O", "O", "H", "H", "H", "H", "H", "H", "C", "C", "C", "O", "C", "O", "O", "H", "H", "H", "H", "H", "H", "C", "C", "C", "O", "C", "O", "O", "H", "H", "H", "H", "H", "H", "C", "C", "C", "O", "C", "O", "O", "H", "H", "H", "H", "H", "H"], "positions_angstrom": [[6.2208, -2.9218, -2.4839], [4.9624, -2.2562, -3.0158], [3.6871, -2.5495, -2.2014], [3.1110, -1.2567, -2.0152], [4.0054, -0.2933, -2.3198], [3.8214, 0.8710, -2.1452], [5.1189, -0.8403, -2.8226], [6.1690, -4.0074, -2.5565], [6.3924, -2.6350, -1.4450], [7.0896, -2.5588, -3.0334], [4.8647, -2.4976, -4.0749], [3.9092, -2.9646, -1.2198], [3.0014, -3.1540, -2.7870], [0.5576, 1.4078, -0.8558], [0.3437, -0.0345, -0.5082], [1.4065, -0.6382, 0.4222], [0.7016, -0.8387, 1.6572], [-0.6004, -0.5261, 1.5155], [-1.3903, -0.5078, 2.4060], [-0.8768, -0.2111, 0.2298], [-0.3553, 1.7505, -1.3574], [1.4071, 1.6552, -1.4931], [0.6704, 2.1212, -0.0312], [0.2639, -0.6417, -1.4094], [2.2094, 0.0662, 0.6252], [1.7628, -1.5831, 0.0216], [-2.5379, 3.5570, -0.1167], [-2.2551, 4.4127, -1.3257], [-3.5049, 4.8574, -2.0915], [-3.3692, 6.2803, -2.1799], [-2.2833, 6.7033, -1.4860], [-1.9816, 7.8457, -1.3829], [-1.6266, 5.6527, -0.9622], [-3.2201, 3.9472, 0.6327], [-1.6580, 3.0501, 0.2702], [-3.1048, 2.7189, -0.5590], [-1.5322, 3.9349, -1.9913], [-4.4233, 4.6491, -1.5374], [-3.6385, 4.4624, -3.0962], [0.7985, 4.1010, -3.6662], [1.8208, 4.1794, -4.7817], [1.3006, 3.8537, -6.1956], [1.4199, 5.0563, -6.9236], [1.9293, 6.0296, -6.1467], [2.0954, 7.1593, -6.4792], [2.2443, 5.5534, -4.9275], [-0.0815, 4.6710, -3.9752], [1.1664, 4.6020, -2.7726], [0.5766, 3.0439, -3.5154], [2.7369, 3.6309, -4.5555], [0.2657, 3.5014, -6.1466], [1.8547, 3.0355, -6.6608], [-2.3674, -2.1590, 5.2504], [-3.6561, -1.8215, 5.9746], [-3.5948, -1.9402, 7.4888], [-3.8405, -0.6241, 7.9631], [-3.9279, 0.2396, 6.9144], [-3.9670, 1.4180, 7.0093], [-4.0006, -0.4520, 5.7564], [-2.1576, -3.2343, 5.2435], [-1.4642, -1.6749, 5.6268], [-2.4942, -1.9312, 4.1899], [-4.4047, -2.4356, 5.4707], [-2.6104, -2.2516, 7.8523], [-4.2931, -2.6575, 7.9229], [-2.9538, -3.0101, 0.6991], [-2.3985, -3.7255, -0.4994], [-2.8867, -3.1150, -1.8448], [-1.6893, -2.8778, -2.5758], [-0.6116, -3.1554, -1.8262], [0.5095, -3.0359, -2.2260], [-0.9558, -3.4574, -0.5705], [-2.4118, -3.2714, 1.6073], [-4.0085, -3.2571, 0.8465], [-2.9318, -1.9312, 0.5520], [-2.4311, -4.8126, -0.4724], [-3.3241, -2.1354, -1.6763], [-3.5483, -3.8571, -2.2852], [1.5663, -3.0806, 4.0589], [1.1629, -4.3773, 3.3824], [1.0959, -4.3856, 1.8618], [1.7825, -5.5755, 1.4782], [2.5070, -6.0393, 2.5222], [3.2695, -6.9471, 2.4738], [2.2543, -5.3039, 3.6294], [0.9808, -2.2240, 3.7285], [2.6171, -2.8900, 3.8363], [1.5218, -3.2012, 5.1406], [0.2651, -4.8496, 3.7894], [1.5907, -3.5033, 1.4425], [0.0994, -4.4343, 1.4349], [0.7754, -1.0244, -4.6766], [0.6859, 0.1514, -5.6149], [0.8044, -0.2881, -7.1013], [-0.3324, 0.2634, -7.7406], [-1.1316, 0.8666, -6.8366], [-2.1073, 1.4755, -7.1326], [-0.6067, 0.7699, -5.5942], [1.0238, -0.7054, -3.6602], [1.6906, -1.5837, -4.9048], [-0.1041, -1.6582, -4.6945], [1.4859, 0.8808, -5.4696], [0.7393, -1.3776, -7.1638], [1.7227, 0.0413, -7.5818], [0.2433, 1.5792, 4.6536], [-0.7245, 1.7040, 5.8362], [-0.2609, 1.1605, 7.2023], [-0.4232, 2.2619, 8.0769], [-0.8231, 3.3686, 7.4098], [-1.0035, 4.4318, 7.8999], [-0.9474, 3.0963, 6.0906], [0.0319, 0.6307, 4.1606], [1.2844, 1.6550, 4.9835], [0.1591, 2.4067, 3.9498], [-1.6596, 1.2710, 5.4784], [0.7420, 0.7445, 7.2378], [-1.0029, 0.4114, 7.4921]], "atomic_forces_ev_per_a": [[0.1, 0.3, 0.1], [0.6, -0.3, 1.0], [0.3, 0.1, -0.7], [-0.3, 0.2, 0.0], [0.1, -0.2, 0.1], [-0.1, 0.0, -0.1], [0.1, 0.3, -0.5], [0.0, 0.0, 0.0], [-0.2, -0.1, 0.1], [-0.1, -0.1, -0.2], [-0.3, 0.3, -0.1], [-0.1, -0.2, -0.1], [-0.2, -0.1, 0.4], [-0.8, 1.4, -0.3], [0.8, -0.3, -0.1], [-0.4, 0.2, -0.1], [-0.1, -0.1, 0.1], [0.3, 0.3, -0.4], [-0.2, -0.3, 0.1], [-0.1, 0.1, 0.4], [0.2, 0.0, -0.2], [0.1, -0.7, -0.2], [0.0, -0.6, 0.5], [0.0, 0.1, 0.0], [0.2, -0.2, -0.1], [0.1, -0.1, 0.3], [-0.6, -1.5, -1.1], [0.4, 0.4, 0.1], [-0.5, 0.6, 0.2], [0.0, -0.2, -0.1], [-0.4, 0.1, -0.3], [0.2, -0.1, 0.2], [0.1, 0.2, 0.2], [0.4, 0.5, 0.1], [0.1, 0.5, 0.4], [0.0, 0.0, 0.2], [-0.2, -0.3, 0.1], [0.1, -0.1, 0.1], [0.3, -0.1, 0.0], [0.2, 0.2, -0.6], [0.5, 0.7, -0.1], [-0.3, -0.9, 0.7], [-0.2, -0.2, -0.3], [0.3, 0.6, 0.3], [-0.1, -0.3, -0.2], [-0.2, -0.2, 0.1], [-0.2, -0.3, 0.0], [0.2, -0.3, 0.1], [-0.3, 0.1, 0.3], [-0.2, -0.2, 0.1], [-0.1, 0.4, -0.1], [0.3, 0.3, -0.2], [0.3, -0.3, -0.6], [0.5, -0.5, -0.8], [0.2, -0.5, 0.5], [0.1, 0.3, -0.1], [-0.3, -0.5, 0.2], [0.0, 0.2, 0.0], [0.3, 0.2, 0.0], [-0.2, 0.0, 0.4], [-0.2, 0.3, 0.1], [0.1, 0.4, 0.1], [-0.4, 0.1, 0.5], [0.1, 0.1, -0.2], [-0.3, 0.3, -0.1], [-0.5, -0.2, 0.2], [1.0, 1.0, -0.4], [0.3, -0.5, 1.3], [-0.1, -0.7, -0.5], [0.2, 0.7, 0.0], [0.0, -0.2, 0.2], [-0.2, -0.2, 0.0], [0.0, 0.0, 0.0], [0.1, -0.2, 0.0], [0.3, 0.0, 0.0], [-0.5, 0.0, 0.1], [-0.5, -0.1, -0.1], [0.0, 0.4, -0.7], [0.0, -0.2, 0.0], [0.6, -0.4, 0.2], [0.0, 0.4, -0.3], [0.1, 0.0, 0.0], [0.1, 0.2, 0.3], [0.0, 0.0, -0.1], [-0.2, -0.2, -0.2], [-0.1, -0.1, 0.1], [0.0, 0.1, -0.2], [-0.2, 0.1, 0.0], [0.0, 0.2, 0.2], [0.1, -0.2, 0.0], [-0.1, 0.0, 0.2], [1.1, 0.6, 0.7], [0.2, -0.5, -1.4], [-0.2, -0.7, 0.5], [0.1, 0.1, 0.0], [0.3, 0.6, -0.5], [-0.2, -0.3, 0.4], [0.1, 0.2, 0.5], [-0.6, 0.1, 0.1], [-0.3, -0.2, -0.4], [0.0, -0.1, -0.1], [-0.3, 0.2, 0.6], [0.1, 0.0, -0.1], [-0.1, 0.2, -0.1], [0.4, 0.0, 0.6], [0.6, 0.6, -1.2], [-1.5, -0.2, -0.5], [0.3, 0.1, 0.4], [0.1, -0.1, -0.5], [0.0, 0.0, 0.1], [-0.1, 0.0, 0.4], [0.3, 0.0, -0.2], [0.0, -0.4, 0.1], [-0.6, -0.1, 0.0], [-0.2, 0.0, 0.5], [0.1, 0.2, 0.0], [0.4, -0.2, 0.3]], "smiles": "C[C@H]1COC(=O)O1.C[C@H]1COC(=O)O1.C[C@H]1COC(=O)O1.C[C@H]1COC(=O)O1.C[C@H]1COC(=O)O1.C[C@H]1COC(=O)O1.C[C@H]1COC(=O)O1.C[C@H]1COC(=O)O1.C[C@H]1COC(=O)O1", "energy_ha": -3435.79049, "e_above_lowest_kj_mol": 60.6}

***

(2)
{"formula": "C36H55FeN6O6PSSeTe", "method": "ωB97M-V with the def2-TZVPD basis set", "elements": ["Fe", "C", "C", "C", "C", "C", "C", "C", "Se", "C", "C", "C", "C", "C", "C", "O", "C", "C", "C", "C", "C", "C", "C", "C", "C", "O", "C", "C", "C", "C", "C", "C", "H", "H", "H", "H", "H", "H", "H", "H", "H", "H", "H", "H", "H", "H", "H", "H", "H", "H", "H", "H", "H", "H", "H", "H", "H", "H", "H", "H", "H", "H", "H", "H", "H", "H", "H", "H", "H", "H", "H", "H", "N", "N", "C", "N", "S", "H", "H", "H", "H", "H", "O", "N", "C", "C", "N", "C", "N", "C", "C", "O", "P", "O", "Te", "O", "C", "C", "H", "H", "H", "H", "H", "H", "H", "H", "H", "H"], "positions_angstrom": [[0.6732, -0.0680, 1.4252], [0.1973, -4.1492, -4.5893], [1.4672, -3.2990, -4.5406], [1.5305, -2.4614, -5.8257], [2.6753, -4.2449, -4.4950], [1.4886, -2.3746, -3.3250], [0.4695, -2.3265, -2.3838], [0.5548, -1.4404, -1.3254], [-0.8410, -1.3448, -0.0138], [-1.6030, 0.3144, -0.6021], [-2.4219, 0.3582, -1.7118], [-2.8981, 1.5736, -2.1835], [-2.4972, 2.7183, -1.4953], [-1.6733, 2.7060, -0.3731], [-1.2307, 1.4553, 0.1159], [-0.5157, 1.3586, 1.2281], [-1.1984, 4.0034, 0.2854], [0.3324, 4.0795, 0.1769], [-1.7782, 5.2442, -0.3996], [-1.6189, 4.0512, 1.7612], [-3.8099, 1.6084, -3.4093], [-4.1916, 3.0345, -3.8074], [-5.1001, 0.8331, -3.1076], [-3.0972, 0.9554, -4.6023], [1.6322, -0.5660, -1.1348], [1.6031, 0.3066, -0.1467], [2.7021, -0.6352, -2.0556], [2.5727, -1.5223, -3.1181], [3.9873, 0.2058, -1.9788], [4.0257, 1.1553, -3.1860], [4.1328, 1.0532, -0.7086], [5.2080, -0.7290, -2.0258], [0.2236, -4.7972, -5.4685], [-0.6979, -3.5277, -4.6566], [0.1079, -4.7849, -3.7063], [1.5050, -3.1090, -6.7068], [2.4451, -1.8682, -5.8689], [0.6838, -1.7738, -5.8761], [2.6722, -4.9124, -5.3616], [2.6514, -4.8528, -3.5887], [3.6151, -3.6911, -4.4983], [-0.4017, -2.9644, -2.4598], [-2.6735, -0.5711, -2.2116], [-2.8383, 3.6758, -1.8577], [0.6381, 4.0674, -0.8725], [0.8042, 3.2400, 0.6834], [0.6947, 5.0062, 0.6318], [-1.4797, 5.3093, -1.4484], [-1.4014, 6.1345, 0.1084], [-2.8697, 5.2667, -0.3468], [-1.1593, 3.2444, 2.3252], [-2.7068, 3.9729, 1.8477], [-1.3107, 5.0041, 2.2019], [-4.7431, 3.5395, -3.0118], [-4.8308, 3.0067, -4.6930], [-3.3106, 3.6330, -4.0476], [-5.6308, 1.2851, -2.2674], [-4.8861, -0.2040, -2.8459], [-5.7619, 0.8351, -3.9787], [-2.1655, 1.4786, -4.8256], [-3.7345, 0.9853, -5.4908], [-2.8513, -0.0877, -4.3991], [3.3840, -1.5573, -3.8365], [3.1698, 1.8334, -3.1658], [4.0015, 0.6080, -4.1306], [4.9401, 1.7550, -3.1632], [3.3478, 1.8008, -0.6187], [5.1012, 1.5615, -0.7497], [4.1101, 0.4300, 0.1862], [5.2546, -1.3056, -2.9510], [5.1909, -1.4251, -1.1859], [6.1248, -0.1370, -1.9578], [-1.2769, -3.0499, 2.8954], [-2.3547, -2.9432, 3.7819], [-3.3719, -2.0889, 3.5428], [-4.3003, -2.0781, 4.5644], [-3.5195, -1.0758, 2.2413], [-0.8261, -3.9407, 3.0522], [-0.6174, -2.2906, 3.0655], [-2.1925, -3.1805, 4.7512], [-4.4456, -2.9437, 5.0623], [-5.1404, -1.5789, 4.3249], [1.7562, -1.7030, 1.6403], [1.9270, -2.2648, 2.7807], [3.0664, -2.8887, 2.9299], [4.0793, -2.9226, 1.9136], [4.8926, -2.9641, 1.1024], [3.2867, -3.5402, 4.1836], [3.4574, -4.0637, 5.1943], [2.0309, -0.9175, 7.2316], [1.5897, -0.8757, 5.7901], [0.7372, 0.2777, 5.6076], [0.4072, 0.7265, 4.1077], [-0.1221, -0.4394, 3.2953], [2.2890, 1.4655, 2.8809], [-0.6543, 1.8673, 4.3522], [-2.0444, 1.5368, 4.5859], [-2.3582, 1.5965, 6.0642], [2.6907, -1.7734, 7.3796], [1.1736, -1.0154, 7.8991], [2.5711, -0.0069, 7.4912], [1.0299, -1.7688, 5.5097], [2.4464, -0.7894, 5.1177], [-2.2590, 0.5591, 4.1537], [-2.6138, 2.2739, 4.0212], [-1.8740, 0.7807, 6.6009], [-3.4373, 1.5220, 6.2128], [-2.0131, 2.5404, 6.4874]], "atomic_forces_ev_per_a": [[-0.3, -0.2, 0.1], [0.0, 0.0, 0.0], [0.0, 0.0, 0.0], [0.0, 0.0, 0.0], [0.0, 0.0, 0.0], [0.0, 0.0, 0.0], [0.0, 0.0, 0.0], [-0.1, -0.1, 0.0], [0.1, 0.1, 0.0], [0.0, -0.1, 0.0], [0.0, 0.0, 0.0], [0.0, 0.0, 0.0], [0.0, 0.0, 0.0], [0.0, 0.0, 0.0], [-0.1, 0.0, 0.1], [0.2, -0.1, -0.2], [0.0, 0.0, 0.0], [0.0, 0.0, 0.0], [0.0, 0.0, 0.0], [0.0, 0.0, 0.0], [0.0, 0.0, 0.0], [0.0, 0.0, 0.0], [0.0, 0.0, 0.0], [0.0, 0.0, 0.0], [-0.1, 0.0, -0.1], [0.0, -0.1, 0.2], [0.0, 0.0, 0.0], [0.0, 0.0, 0.0], [0.0, 0.0, 0.0], [0.0, 0.0, 0.0], [0.0, 0.0, 0.0], [0.0, 0.0, 0.0], [0.0, 0.0, 0.0], [0.0, 0.0, 0.0], [0.0, 0.0, 0.0], [0.0, 0.0, 0.0], [0.0, 0.0, 0.0], [0.0, 0.0, 0.0], [0.0, 0.0, 0.0], [0.0, 0.0, 0.0], [0.0, 0.0, 0.0], [0.0, 0.0, 0.0], [0.0, 0.0, 0.0], [0.0, 0.0, 0.0], [0.0, 0.0, 0.0], [0.0, 0.0, 0.0], [0.0, 0.0, 0.0], [0.0, 0.0, 0.0], [0.0, 0.0, 0.0], [0.0, 0.0, 0.0], [0.0, 0.0, 0.0], [0.0, 0.0, 0.0], [0.0, 0.0, 0.0], [0.0, 0.0, 0.0], [0.0, 0.0, 0.0], [0.0, 0.0, 0.0], [0.0, 0.0, 0.0], [0.0, 0.0, 0.0], [0.0, 0.0, 0.0], [0.0, 0.0, 0.0], [0.0, 0.0, 0.0], [0.0, 0.0, 0.0], [0.0, 0.0, 0.0], [0.0, 0.0, 0.0], [0.0, 0.0, 0.0], [0.0, 0.0, 0.0], [0.0, 0.0, 0.0], [0.0, 0.0, 0.0], [0.0, 0.0, 0.0], [0.0, 0.0, 0.0], [0.0, 0.0, 0.0], [0.0, 0.0, 0.0], [0.0, 0.0, 0.0], [0.0, -0.1, 0.0], [0.0, 0.1, 0.0], [0.0, 0.0, 0.0], [-0.1, -0.1, -0.1], [0.0, 0.0, 0.0], [0.0, 0.0, 0.0], [0.0, 0.1, 0.0], [0.0, 0.0, 0.0], [0.0, 0.0, 0.0], [0.2, 0.1, -0.1], [0.0, 0.1, 0.0], [0.0, 0.0, -0.1], [-0.1, 0.0, 0.0], [0.0, 0.0, 0.0], [0.0, 0.0, 0.0], [0.0, 0.0, 0.0], [0.0, 0.0, 0.0], [0.0, 0.0, 0.0], [-0.2, -0.2, 0.0], [0.5, 0.2, -0.1], [-0.2, 0.2, -0.1], [0.0, 0.1, 0.1], [0.0, 0.0, 0.1], [0.0, 0.0, -0.1], [0.0, 0.0, 0.0], [0.0, 0.0, 0.0], [0.0, 0.0, 0.0], [0.0, 0.0, 0.0], [0.0, 0.0, 0.0], [0.0, 0.0, 0.0], [0.0, 0.0, 0.0], [0.0, 0.0, 0.0], [0.0, 0.0, 0.0], [0.0, 0.0, 0.0], [0.0, 0.0, 0.0]], "energy_ha": -6857.63605, "e_above_lowest_kj_mol": 0.0, "spin_multiplicity": 2, "charge": -1}